# 1
The following is a DFT calculation (the ωB97M-V functional and the def2-TZVPD basis) of 10 unconnected molecules or ions with the total composition C69H76N11O20 in a non-equilibrium geometry.

Results
largest force on an atom = 4.95 eV Å⁻¹
Kohn-Sham gap = 6.19 eV
molecular weight = 1379.42 g/mol

Structure (ORCA input):
```
! RIJCOSX wB97M-V def2-TZVPD def2/J DEFGRID3
* xyz 1 1
C -3.739 -4.987 2.105
O -3.001 -3.719 2.230
C -3.745 -2.603 1.556
C -4.967 -2.023 2.519
C -4.400 -0.820 3.474
C -4.559 0.694 2.873
C -5.070 0.786 1.320
C -4.689 2.264 0.646
C -4.142 2.163 -0.895
C -2.541 2.452 -1.092
C -2.247 2.961 -2.638
N -2.555 1.922 -3.693
C -1.860 3.659 -0.203
N -1.231 3.016 0.866
C -1.325 1.496 0.845
C -0.130 0.629 1.584
C -0.250 0.661 3.243
O -0.552 2.047 3.726
C -1.462 1.250 -0.801
H -3.038 -5.951 2.167
H -4.377 -5.082 1.119
H -4.463 -5.071 3.034
H -4.119 -3.000 0.522
H -2.938 -1.763 1.371
H -5.234 -2.929 3.250
H -5.953 -1.783 1.939
H -3.253 -1.044 3.716
H -4.950 -0.846 4.516
H -3.511 1.237 3.038
H -5.327 1.282 3.568
H -6.238 0.689 1.280
H -4.572 -0.012 0.606
H -5.686 2.901 0.659
H -3.960 2.775 1.405
H -4.452 1.080 -1.290
H -4.768 2.936 -1.546
H -2.878 3.945 -2.817
H -1.075 3.174 -2.699
H -1.687 1.513 -4.110
H -3.218 1.186 -3.352
H -1.951 4.799 -0.453
H -0.766 3.655 1.559
H -2.287 0.968 1.250
H -0.311 -0.511 1.288
H 0.953 0.901 1.232
H 0.793 0.382 3.734
H -1.064 -0.078 3.650
H -1.563 2.088 3.799
H -1.749 0.179 -1.179
H -0.435 1.690 -1.206
C 6.284 3.800 1.091
C 6.524 3.365 -0.214
C 5.688 2.413 -0.799
C 4.606 1.905 -0.068
C 4.367 2.333 1.245
C 5.212 3.284 1.821
N 3.707 0.922 -0.687
O 3.963 0.554 -1.843
O 2.743 0.521 -0.020
H 6.936 4.547 1.541
H 7.363 3.771 -0.776
H 5.888 2.085 -1.817
H 3.534 1.943 1.826
H 5.034 3.625 2.838
C -9.141 5.536 3.473
C -9.524 5.536 2.131
C -9.532 4.343 1.406
C -9.158 3.150 2.039
C -8.766 3.148 3.384
C -8.759 4.348 4.098
N -9.189 1.888 1.289
O -9.524 1.934 0.096
O -8.884 0.850 1.893
H -9.142 6.468 4.036
H -9.819 6.467 1.651
H -9.833 4.360 0.361
H -8.468 2.230 3.887
H -8.459 4.357 5.144
C 11.821 4.025 5.641
C 11.968 3.626 4.312
C 10.965 3.908 3.382
C 9.816 4.596 3.796
C 9.662 4.990 5.131
C 10.671 4.701 6.053
N 8.769 4.917 2.818
O 8.933 4.534 1.650
O 7.784 5.556 3.215
H 12.608 3.808 6.361
H 12.866 3.098 3.999
H 11.094 3.590 2.349
H 8.774 5.521 5.467
H 10.563 5.005 7.091
C -4.707 -7.997 0.036
C -6.048 -7.847 0.390
C -6.695 -8.845 1.122
C -5.983 -9.992 1.500
C -4.638 -10.148 1.140
C -4.003 -9.145 0.405
N -6.650 -11.033 2.291
O -7.846 -10.866 2.574
O -5.978 -12.016 2.635
H -4.205 -7.214 -0.530
H -6.590 -6.950 0.097
H -7.741 -8.713 1.389
H -4.075 -11.035 1.423
H -2.958 -9.255 0.124
C 10.012 -0.016 -1.036
C 11.100 -0.055 -1.908
C 12.323 0.500 -1.526
C 12.447 1.090 -0.261
C 11.353 1.137 0.614
C 10.134 0.581 0.220
N 13.736 1.653 0.157
O 14.675 1.609 -0.653
O 13.815 2.135 1.295
H 9.062 -0.455 -1.336
H 10.996 -0.520 -2.886
H 13.162 0.462 -2.218
H 11.433 1.596 1.598
H 9.280 0.610 0.893
C -8.538 4.511 -5.318
C -7.989 4.085 -4.107
C -8.053 4.909 -2.982
C -8.676 6.161 -3.079
C -9.221 6.594 -4.295
C -9.149 5.762 -5.415
N -8.769 7.021 -1.894
O -8.258 6.611 -0.841
O -9.357 8.106 -2.012
H -8.491 3.863 -6.191
H -7.513 3.109 -4.040
H -7.620 4.563 -2.046
H -9.703 7.565 -4.387
H -9.572 6.088 -6.363
C -2.671 -13.126 -5.423
C -2.121 -13.551 -4.212
C -2.185 -12.727 -3.087
C -2.809 -11.476 -3.184
C -3.354 -11.043 -4.400
C -3.281 -11.874 -5.520
N -2.902 -10.616 -1.999
O -2.390 -11.026 -0.946
O -3.489 -9.531 -2.117
H -2.623 -13.774 -6.296
H -1.646 -14.527 -4.145
H -1.753 -13.073 -2.151
H -3.836 -10.072 -4.491
H -3.704 -11.549 -6.468
C 3.361 5.310 -3.962
C 4.579 4.688 -3.684
C 5.772 5.249 -4.143
C 5.734 6.441 -4.880
C 4.512 7.063 -5.167
C 3.325 6.491 -4.704
N 6.987 7.049 -5.343
O 8.046 6.458 -5.086
O 6.914 8.120 -5.962
H 2.434 4.872 -3.597
H 4.599 3.766 -3.106
H 6.713 4.752 -3.918
H 4.468 7.986 -5.741
H 2.372 6.969 -4.919
C 2.734 -4.219 1.772
C 3.953 -4.841 2.050
C 5.146 -4.280 1.591
C 5.108 -3.088 0.854
C 3.886 -2.465 0.567
C 2.699 -3.037 1.029
N 6.360 -2.480 0.390
O 7.420 -3.071 0.648
O 6.288 -1.409 -0.229
H 1.807 -4.657 2.137
H 3.972 -5.762 2.628
H 6.087 -4.777 1.816
H 3.841 -1.543 -0.008
H 1.745 -2.560 0.814
*
```

Mulliken atomic charge list, values in e, 2 entries: number 1, C, carries -0.508; number 2, O, carries -0.365

# 2
The following is a DFT calculation (the ωB97M-V functional and the def2-TZVPD basis) of a molecular structure, C6Cl5F6PPdTe4.

Results
largest force on an atom = 0.41 eV Å⁻¹
Kohn-Sham gap (alpha / beta) = 6.42 / 5.52 eV
molecular weight = 1011.11 g/mol

Structure (ORCA input):
```
! RIJCOSX wB97M-V def2-TZVPD def2/J DEFGRID3
* xyz 1 2
Pd 0.916 0.942 -1.003
Te 2.584 -0.785 -0.118
Te 3.534 0.892 -2.054
Te 2.326 3.327 -1.297
Te -0.268 3.165 -1.777
Cl -2.287 0.157 -0.774
C -1.499 0.569 0.709
C -0.146 0.887 0.707
C 0.449 1.226 1.913
Cl 2.144 1.664 1.973
C -0.271 1.267 3.106
Cl 0.487 1.715 4.575
C -1.629 0.952 3.087
Cl -2.539 1.017 4.533
C -2.247 0.604 1.885
Cl -3.918 0.240 1.858
F 0.128 -1.034 -2.829
P 0.051 -2.622 -2.642
F 1.006 -2.736 -3.872
F 2.293 -2.182 -1.409
F -0.184 -2.340 -1.113
F 0.425 -4.091 -2.255
F -1.354 -2.834 -3.205
*
```

Mulliken atomic charge list, values in e, 2 entries: number 1, Pd, carries 0.214; number 2, Te, carries 0.451